Molecular formula: C2H9NO
Method: DFT, ωB97M-V/def2-TZVPD

Last column: Mulliken charge in e.
Atoms and positions in Å:
N: 3.75358 5.07611 -2.27841  -0.132
H: 3.77514 4.10033 -1.96451  0.378
H: -0.88923 4.95838 2.76075  -0.006
H: 3.94753 5.92848 -1.76362  0.375
H: 2.93153 5.30764 -2.82500  0.378
C: -2.40837 -4.04122 0.70083  -0.226
O: -1.96764 -5.39371 0.89852  -0.356
C: -1.02680 -4.45095 0.30796  -0.332
H: -3.24396 -4.00329 -0.04071  0.227
H: -2.39493 -3.44400 1.59289  0.214
H: -0.92705 -4.45900 -0.75919  0.232
H: -0.21348 -3.98399 0.86181  0.242
H: -1.33634 4.40521 2.50869  0.006

Computed properties:
**Total charge**: +1
**Relative energy (zero: lowest compared OMol25 entry of this formula, charge and spin)**: 4.003 eV
**Highest occupied orbital energy (spin up / spin down)**: -11.797 / -11.797 eV
**Spin multiplicity**: 2
**<S²>**: 0.7534
**E_LUMO (spin up / spin down)**: -4.994 / -10.876 eV

Molecular formula: C19H20HgN5O7P2S
Method: DFT, ωB97M-V/def2-TZVPD

Last column: Mulliken charge in e.
Atoms and positions in Å:
Hg: 0.54687 -0.10113 0.93027  1.269
C: 1.45722 1.09105 -3.57716  -1.692
C: 0.81905 0.99742 -2.22005  0.171
N: 1.33010 0.17685 -1.30125  0.351
N: 2.58832 -0.34071 -1.62467  -0.328
C: 2.89029 -1.63733 -1.42152  0.129
N: 4.23224 -1.86113 -1.22113  -0.565
S: 1.77644 -2.88045 -1.54595  -0.475
C: -0.36089 1.72354 -1.90217  0.692
C: -1.12771 2.45480 -2.85924  -1.044
C: -2.28497 3.08002 -2.48093  -0.377
C: -2.71701 3.01423 -1.14020  -0.995
C: -1.91488 2.31083 -0.25427  -0.537
N: -0.78789 1.69326 -0.59167  0.435
H: 1.83025 0.10958 -3.87315  0.371
H: 2.30776 1.78151 -3.57747  0.222
H: 0.74960 1.43654 -4.33043  0.471
H: 3.34665 0.31523 -1.48053  0.261
H: 4.65868 -1.18624 -0.58686  0.343
H: 4.38338 -2.80879 -0.92403  0.264
H: -0.80523 2.50653 -3.89125  0.203
H: -2.87061 3.62571 -3.21225  0.377
H: -3.61989 3.50974 -0.80552  0.362
H: -2.17068 2.25088 0.80253  0.415
C: -3.14325 -2.28568 -2.08753  -0.951
C: -3.91841 -2.87152 -1.09931  -0.429
C: -3.54471 -2.74300 0.22653  -0.826
C: -2.39580 -2.01228 0.56086  0.841
N: -1.67442 -1.44969 -0.40491  0.445
C: -2.01872 -1.58606 -1.67879  -0.263
C: -1.92933 -1.84306 1.98451  1.125
C: -2.71669 -2.38392 3.01022  -0.747
C: -2.34029 -2.29303 4.33934  -0.702
C: -1.15740 -1.64408 4.66542  -0.619
C: -0.38346 -1.09063 3.65682  -0.422
C: -0.73295 -1.17389 2.30701  -0.237
H: -3.39505 -2.36986 -3.13676  0.400
H: -4.80865 -3.43243 -1.35953  0.380
H: -4.14576 -3.21681 0.98815  0.298
H: -1.35215 -1.11448 -2.39865  0.290
H: -3.65231 -2.88030 2.78559  0.204
H: -2.96983 -2.72088 5.11205  0.340
H: -0.84646 -1.56326 5.70220  0.370
H: 0.52451 -0.56211 3.92251  0.351
O: 4.94816 0.56464 0.38257  -0.750
P: 3.79826 0.62867 1.59274  0.847
O: 4.49927 0.77298 2.88497  -0.752
O: 2.90836 -0.55084 1.30295  -0.656
O: 3.07200 1.99155 1.09862  0.045
P: 1.92796 2.85174 1.94467  0.557
O: 1.36558 3.73824 0.70991  -0.691
O: 2.55629 3.74618 2.93382  -0.799
O: 0.85270 1.86080 2.33577  -0.606
H: 5.61900 1.21802 0.64144  0.282
H: 0.79648 3.15308 0.16573  0.353

Computed properties:
**Total charge**: -2
**Highest occupied orbital energy (spin up / spin down)**: -0.334 / -2.877 eV
**Spin multiplicity**: 2
**<S²>**: 0.7697
**E_LUMO (spin up / spin down)**: 4.514 / 4.510 eV

Molecular formula: C4H6N2
Method: DFT, ωB97M-V/def2-TZVPD

Last column: Mulliken charge in e.
Atoms and positions in Å:
C: -1.26464 -0.29991 -0.54466  -0.608
C: 1.06031 0.50461 -0.72551  -0.514
C: 0.93552 -0.36107 0.52346  0.023
C: 0.47123 0.21842 1.72927  0.262
H: -1.79632 -1.26017 -0.37458  0.239
H: -1.38131 0.46980 0.41868  0.233
H: -1.56965 0.17416 -1.57103  0.232
H: 0.46660 1.36740 -0.51260  0.367
H: 1.74353 0.50570 -1.67305  0.222
H: 1.59288 -1.31917 0.71854  0.259
N: 0.11608 -0.58674 -0.54685  -0.198
N: -0.37422 0.58697 2.55834  -0.516

Computed properties:
**Total charge**: 0
**Relative energy (zero: lowest compared OMol25 entry of this formula, charge and spin)**: 3.784 eV
**Highest occupied orbital energy**: -9.511 eV
**E_LUMO**: 0.828 eV
**Structure (SMILES)**: CN1C[C@H]1C#N

Molecular formula: C37H39N2O5PTc
Method: DFT, ωB97M-V/def2-TZVPD

Last column: Mulliken charge in e.
Atoms and positions in Å:
Tc: -0.90126 0.92062 0.12216  -0.997
C: -2.77511 1.59724 3.98544  -1.802
C: -2.45121 1.07706 2.61962  0.985
O: -1.35194 1.43767 2.06272  -0.169
C: -3.44391 0.26137 2.01014  -1.165
C: -3.44224 -0.48909 0.84620  0.476
C: -4.56933 -1.35979 0.46396  -1.450
N: -2.31673 -0.58004 0.07267  2.395
N: -2.32244 -1.50403 -0.85877  -0.913
C: -1.10306 -1.78699 -1.39468  -0.469
O: -0.04344 -1.14219 -1.07981  0.194
C: -1.08271 -2.95373 -2.28825  0.376
C: -2.26863 -3.54307 -2.74927  -0.313
C: -2.24385 -4.52171 -3.71110  -0.815
C: -1.02646 -5.03400 -4.13527  -0.362
C: 0.15510 -4.51193 -3.62653  -0.811
C: 0.13101 -3.45868 -2.74462  -0.151
H: -1.84091 1.81626 4.51719  0.328
H: -3.37418 0.83750 4.50116  0.460
H: -3.37171 2.50598 3.84617  0.368
H: -4.34264 0.16499 2.63274  0.250
H: -5.33122 -1.32425 1.26815  0.469
H: -4.24434 -2.38960 0.27998  0.266
H: -5.00874 -0.98134 -0.47489  0.273
H: -3.21874 -3.18327 -2.34523  0.365
H: -3.19106 -4.91643 -4.08015  0.386
H: -0.95106 -5.85355 -4.85232  0.376
H: 1.12539 -4.89066 -3.92948  0.416
H: 1.05504 -2.98172 -2.41088  0.451
C: 2.64730 0.23139 -2.05404  -0.567
C: 3.20314 -0.67033 -0.96457  1.024
C: 4.31136 -1.45639 -1.31607  -0.908
C: 5.03038 -2.17251 -0.39167  -0.885
C: 4.62946 -2.09312 0.94167  -0.743
C: 3.49682 -1.39247 1.31684  -0.447
C: 2.75242 -0.65812 0.37917  0.781
P: 1.35590 0.40366 0.94393  3.332
C: 1.19112 0.11535 2.73239  0.783
C: 1.55351 1.09327 3.66020  -1.505
C: 1.43393 0.82409 5.01855  -0.735
C: 0.97155 -0.38445 5.49603  -0.833
C: 0.57994 -1.33754 4.57918  -0.764
C: 0.65587 -1.10730 3.20245  1.130
C: 0.15624 -2.20492 2.29397  -1.254
C: 2.09823 2.01761 0.77359  -0.538
C: 3.45234 2.22683 1.02091  -0.542
C: 4.00666 3.47210 0.74773  -0.821
C: 3.23426 4.55324 0.33874  -0.726
C: 1.87347 4.35477 0.16142  -0.241
C: 1.26771 3.09355 0.34314  0.193
C: -0.18902 2.91081 0.05783  -1.188
H: 3.27678 0.20635 -2.94310  0.586
H: 2.56375 1.29420 -1.71026  0.060
H: 1.63362 -0.13470 -2.34423  -0.224
H: 4.59297 -1.46043 -2.36538  0.398
H: 5.88890 -2.78738 -0.66230  0.378
H: 5.18723 -2.61196 1.70716  0.453
H: 3.22150 -1.41159 2.38202  0.296
H: 1.87813 2.09120 3.32811  0.342
H: 1.69347 1.64010 5.70903  0.346
H: 0.87746 -0.57924 6.56843  0.361
H: 0.20944 -2.31054 4.91299  0.440
H: 0.25587 -3.21012 2.77824  0.538
H: 0.71464 -2.25965 1.33966  -0.033
H: -0.90129 -2.03197 2.02664  0.121
H: 4.10057 1.42964 1.40264  0.472
H: 5.07073 3.62117 0.86563  0.400
H: 3.68941 5.53408 0.17698  0.386
H: 1.21223 5.19623 -0.03932  0.444
H: -0.40150 3.37093 -0.91485  0.184
H: -0.76097 3.52839 0.74247  0.504
C: -2.59389 0.69992 -3.57608  -1.585
C: -2.07317 1.79854 -2.64239  1.706
C: -1.60185 2.95229 -3.55457  -1.702
O: -0.87013 1.23835 -1.94739  0.271
C: -3.01794 2.32051 -1.56841  -0.161
O: -4.07042 2.87042 -1.88574  -0.731
O: -2.53801 2.19004 -0.32047  -0.477
H: -1.86297 0.44617 -4.37782  0.391
H: -3.50946 1.10906 -4.05696  0.486
H: -2.90737 -0.21795 -3.02605  0.195
H: -0.82851 2.64450 -4.27977  0.334
H: -1.27674 3.78310 -2.90779  0.353
H: -2.49159 3.33633 -4.10130  0.405
H: -0.32310 0.68188 -2.54425  0.101

Computed properties:
**Total charge**: 0
**Highest occupied orbital energy (spin up / spin down)**: -7.139 / -7.269 eV
**Spin multiplicity**: 4
**<S²>**: 3.7847
**E_LUMO (spin up / spin down)**: -0.109 / -2.083 eV

Molecular formula: C57H46BF2N3OP3SSiV
Method: DFT, ωB97M-V/def2-TZVPD

Last column: Mulliken charge in e.
Atoms and positions in Å:
V: 0.03889 -0.11589 -0.19308  -0.473
C: 6.74400 -0.47321 0.40026  -0.748
C: 6.48605 0.14617 -0.81606  -0.935
C: 5.20314 0.57568 -1.12447  -0.313
C: 4.14595 0.40849 -0.22180  -0.019
C: 4.42647 -0.20314 0.99683  0.993
C: 5.71057 -0.64457 1.30616  -0.961
P: 2.40605 0.95072 -0.61989  1.956
C: 2.62418 1.01890 -2.45259  -0.196
C: 2.67637 2.20740 -3.16689  -0.300
C: 2.83542 2.19720 -4.54800  -0.899
C: 2.94099 0.99301 -5.22832  -0.653
C: 2.87929 -0.20267 -4.52124  -0.802
C: 2.71758 -0.18719 -3.14346  0.037
C: 2.41688 2.72707 -0.11933  0.322
C: 3.59094 3.48460 -0.17356  -0.697
C: 3.61058 4.78992 0.28461  -0.875
C: 2.45691 5.34189 0.83405  -1.098
C: 1.29326 4.59299 0.89170  -0.445
C: 1.22724 3.27749 0.39407  0.106
Si: -0.34318 2.17692 0.46161  1.494
C: -0.92651 2.38606 2.26508  0.210
C: -1.57616 3.51992 2.75625  -0.050
C: -1.99624 3.60614 4.07862  -0.958
C: -1.77766 2.54041 4.93682  -0.930
C: -1.13818 1.39482 4.47413  -0.494
C: -0.71685 1.31301 3.15285  -0.561
P: 0.03464 -0.20121 2.41226  3.166
C: 1.68705 0.02042 3.38917  -0.129
C: 2.19349 1.31121 3.58172  -0.058
C: 3.38984 1.53850 4.25232  -0.721
C: 4.12224 0.47054 4.75479  -0.686
C: 3.66249 -0.82125 4.54583  -0.865
C: 2.47020 -1.03753 3.85891  -0.334
C: -0.50828 -1.75461 3.22755  0.616
C: -0.47015 -1.97995 4.60668  -0.497
C: -0.90525 -3.17916 5.15150  -1.038
C: -1.38602 -4.18668 4.31960  -0.717
C: -1.43603 -3.97664 2.95319  -1.211
C: -1.01419 -2.76514 2.41540  0.549
C: -1.78927 2.94457 -0.52993  0.733
C: -2.00300 4.32973 -0.47345  -0.739
C: -3.18985 4.91917 -0.88544  -0.952
C: -4.21595 4.11833 -1.36097  -0.905
C: -4.00165 2.75816 -1.51103  -0.106
C: -2.79754 2.15924 -1.14298  -0.778
P: -2.47634 0.41615 -1.72091  2.748
C: -3.97303 -0.70315 -1.74006  0.389
C: -5.13391 -0.37578 -2.44972  -0.094
C: -6.24041 -1.21078 -2.45052  -1.118
C: -6.19496 -2.42548 -1.77275  -0.563
C: -5.04210 -2.78530 -1.09922  -0.924
C: -3.94541 -1.92628 -1.07687  -0.533
C: -2.78547 0.90594 -3.63511  0.147
C: -2.48778 2.16354 -4.16639  -0.397
C: -2.39861 2.38336 -5.53884  -0.744
C: -2.59221 1.33791 -6.43216  -0.612
C: -2.87151 0.07188 -5.93222  -0.897
C: -2.95764 -0.13183 -4.55781  -0.593
H: 7.74299 -0.81961 0.63688  0.381
H: 7.28327 0.29078 -1.53577  0.424
H: 5.03191 1.04525 -2.08397  0.577
H: 3.63545 -0.34094 1.72024  -0.450
H: 5.89026 -1.12021 2.26142  0.488
H: 2.56498 3.15186 -2.64923  0.376
H: 2.86009 3.13371 -5.09202  0.388
H: 3.05251 0.98470 -6.30638  0.336
H: 2.93896 -1.14841 -5.04632  0.422
H: 2.65410 -1.12662 -2.60359  0.270
H: 4.50375 3.04755 -0.56405  0.396
H: 4.52682 5.36775 0.23391  0.390
H: 2.47450 6.35141 1.23027  0.411
H: 0.42003 5.02715 1.36768  0.300
H: -1.79025 4.34805 2.09009  0.397
H: -2.50715 4.49531 4.42993  0.387
H: -2.11519 2.58988 5.96577  0.386
H: -0.99240 0.56534 5.15404  0.216
H: 1.63581 2.16836 3.21642  0.012
H: 3.74647 2.55383 4.38075  0.460
H: 5.04829 0.64377 5.29050  0.362
H: 4.22913 -1.66810 4.91736  0.439
H: 2.13953 -2.05742 3.70313  0.435
H: -0.06775 -1.22300 5.26746  0.345
H: -0.86186 -3.33016 6.22312  0.393
H: -1.73242 -5.12264 4.74176  0.371
H: -1.83189 -4.74205 2.29740  0.427
H: -1.08920 -2.60187 1.34870  -0.297
H: -1.21964 4.97118 -0.08426  0.293
H: -3.31732 5.99379 -0.81736  0.408
H: -5.16620 4.55190 -1.65131  0.372
H: -4.78518 2.15832 -1.95313  0.209
H: -5.16829 0.52917 -3.04062  0.190
H: -7.13243 -0.91920 -2.99239  0.394
H: -7.05752 -3.08160 -1.77016  0.364
H: -4.99074 -3.72160 -0.55772  0.415
H: -3.08032 -2.20683 -0.49825  -0.067
H: -2.30536 2.99981 -3.50067  0.186
H: -2.16551 3.37638 -5.90700  0.413
H: -2.51469 1.50382 -7.50100  0.357
H: -3.01760 -0.76088 -6.61146  0.392
H: -3.16600 -1.13606 -4.20094  0.364
F: -0.04309 1.31084 -2.93590  0.263
B: -0.53852 0.18347 -2.33238  1.696
F: -0.27685 -0.96973 -3.08516  -0.414
O: -3.37376 -1.47447 1.70550  -0.706
S: -2.56068 -0.19041 1.42026  0.389
N: -1.82768 -0.25936 -0.15904  -0.345
N: 0.24291 -2.89893 -0.99386  0.035
C: 0.69302 -4.13460 -0.77503  -0.447
C: 1.75839 -4.03588 0.09567  -1.187
C: 1.87554 -2.66668 0.35094  -0.546
N: 0.95281 -1.97425 -0.31514  1.193
H: -0.48178 -2.58136 -1.62495  -0.232
H: 0.22942 -4.98364 -1.25026  0.488
H: 2.35467 -4.83597 0.50021  0.462
H: 2.56870 -2.14438 0.99169  0.173

Computed properties:
**Total charge**: -1
**Relative energy (zero: lowest compared OMol25 entry of this formula, charge and spin)**: 2.820 eV
**Highest occupied orbital energy (spin up / spin down)**: -2.892 / -2.941 eV
**Spin multiplicity**: 4
**<S²>**: 3.8010
**E_LUMO (spin up / spin down)**: 2.319 / 2.317 eV

Q: Which of these has the lowest total charge?
A: C19H20HgN5O7P2S